# 1
{"formula": "C2H3Br2N3", "method": "ωB97M-V with the def2-TZVPD basis set", "total_charge": 0, "e_lumo_ha": 0.0174, "energy_ha": -5390.1852, "homo_lumo_gap_ev": 9.9, "species": ["Br", "Br", "N", "N", "N", "C", "C", "H", "H", "H"], "xyz": [[-2.21576, -1.03729, 0.03531], [2.42619, -1.12450, 0.73822], [-0.32012, 2.03477, 0.99248], [-0.46104, 1.49744, -1.23656], [-0.24468, 1.85950, -0.11073], [0.59240, -1.47544, 0.89289], [-0.21665, -0.99599, -0.02774], [0.43329, -2.17306, 1.69027], [-0.06074, 1.76503, -2.07689], [0.06711, -0.35045, -0.89724]], "forces_ev_per_angstrom": [[1.778, -0.358, 0.171], [0.555, 0.149, -0.147], [0.639, 0.146, 0.346], [-1.781, -1.402, -0.081], [-0.394, 0.919, 0.502], [-0.131, -0.336, -0.530], [-1.324, 0.498, -0.657], [-0.670, 0.135, 0.294], [1.507, 1.357, -1.087], [-0.179, -1.108, 1.188]]}


# 2
{"formula": "C45H42N8O15", "method": "ωB97M-V with the def2-TZVPD basis set", "total_charge": 0, "e_lumo_ha": -0.0686, "smiles": "O=[N+]([O-])c1ccccc1.O=[N+]([O-])c1ccccc1.O=[N+]([O-])c1ccccc1.O=[N+]([O-])c1ccccc1.O=[N+]([O-])c1ccccc1.O=[N+]([O-])c1ccccc1.O=[N+]([O-])c1ccccc1.CN(C)C=O", "energy_ha": -3304.9620, "homo_lumo_gap_ev": 7.3, "species": ["O", "O", "O", "O", "O", "O", "O", "O", "O", "O", "O", "O", "O", "O", "O", "N", "N", "N", "N", "N", "N", "N", "N", "C", "C", "C", "C", "C", "C", "C", "C", "C", "C", "C", "C", "C", "C", "C", "C", "C", "C", "C", "C", "C", "C", "C", "C", "C", "C", "C", "C", "C", "C", "C", "C", "C", "C", "C", "C", "C", "C", "C", "C", "C", "C", "C", "C", "C", "H", "H", "H", "H", "H", "H", "H", "H", "H", "H", "H", "H", "H", "H", "H", "H", "H", "H", "H", "H", "H", "H", "H", "H", "H", "H", "H", "H", "H", "H", "H", "H", "H", "H", "H", "H", "H", "H", "H", "H", "H", "H"], "xyz": [[-2.53292, 9.70070, -0.06265], [1.62208, 0.07270, -4.66465], [-0.99792, -6.11430, -0.25965], [5.38108, 1.11370, 3.80735], [3.46508, -0.82030, -3.82665], [-3.47992, -5.01230, 2.47835], [-1.24092, 3.25270, -3.68365], [-2.80192, 9.15770, 2.01935], [8.01908, 0.37970, 1.52535], [7.15408, -1.62930, 1.51535], [-3.05892, -4.33430, 4.46935], [-0.20792, 2.64570, -5.44365], [5.34908, 2.31670, 5.60935], [-0.79492, -4.22130, 1.02635], [-0.40792, 1.82070, 0.97235], [7.00708, -0.40830, 1.27235], [-2.67392, 8.80370, 0.78935], [-0.59592, -0.01330, -0.46065], [4.95908, 2.03570, 4.40435], [-3.14992, -4.16030, 3.25735], [-1.21292, 2.75070, -4.77265], [-0.68892, -5.45830, 0.86835], [2.27108, -0.83730, -4.22165], [3.42208, 2.61570, 2.44435], [-0.04292, -7.94130, 4.58235], [-3.37792, -0.41330, -6.04865], [-3.26892, -2.78030, 2.87335], [5.00608, 1.88770, -1.16365], [2.43708, 3.65370, 1.92035], [1.51908, -2.08930, -3.93565], [2.20508, 4.97670, 2.47435], [6.16008, 1.33370, -0.41065], [-0.78292, -1.43130, -0.67365], [4.08408, 2.98870, 3.81635], [2.21508, -3.33130, -3.28965], [0.34308, -5.65330, 3.28735], [-0.12992, -4.52430, -3.41465], [-2.26892, 4.53870, 0.09635], [-0.69992, -8.41830, 3.47435], [-2.27092, 1.70070, -4.89665], [-2.45792, 5.35870, -1.14365], [0.68808, -6.54030, 4.55335], [-0.52492, 0.50970, 0.76135], [1.36908, -4.57430, -3.01065], [-4.40292, -0.45730, -4.95565], [-2.46692, 6.97270, -0.87665], [-3.64992, 1.90470, -4.00465], [-3.09092, -1.60930, 3.86935], [-0.79392, -3.36030, -3.89865], [-3.73792, 0.14770, 2.02535], [3.46208, 0.06970, -0.26665], [-0.50092, -6.29430, 2.06435], [-0.73292, 0.70970, -1.64965], [-2.08292, 4.96670, 1.34935], [-0.89392, -7.78030, 2.14535], [2.96008, 5.27470, 3.81735], [-4.51492, 0.60670, -4.00165], [3.79808, 4.32870, 4.52935], [4.55608, -0.57930, 0.47935], [5.97308, 0.10870, 0.52635], [3.71408, 1.11370, -1.04465], [-2.50992, 7.45470, 0.47635], [-3.38592, -0.17230, 3.43335], [-3.61892, -2.44830, 1.43235], [0.05408, -2.20630, -4.41565], [-2.32592, 0.66570, -6.14665], [-3.81592, -0.86630, 1.10835], [-2.14892, 6.44070, 1.68735], [-3.26092, -1.07830, -6.79965], [-5.13192, 0.47470, -3.18965], [1.73908, -5.33630, -2.46665], [4.12308, 4.62770, 5.47435], [-0.47592, -1.35430, -4.69565], [1.58608, 5.70670, 2.18435], [-2.38092, 3.41570, -0.02765], [-5.05792, -1.31230, -4.99765], [0.09208, -8.65330, 5.48635], [-0.40992, 1.68770, -1.71165], [-3.70292, -3.13530, 0.61935], [0.26508, 0.51370, -2.30265], [-0.48092, -0.21330, 1.71435], [-1.52092, 0.68370, -2.25565], [-1.85392, 4.23670, 1.99035], [-1.50592, 0.67870, -7.01465], [0.66708, -4.58930, 3.55735], [0.11008, -2.07430, -0.82865], [-1.37692, -2.02730, 0.00635], [4.17208, -1.24030, 1.38435], [7.03108, 1.76770, -0.54565], [3.24108, -3.14030, -2.81165], [-1.86392, -3.64230, -4.11565], [-1.17892, -1.76730, -1.61765], [-3.89792, 1.12570, 1.64835], [5.27308, 2.63770, -1.76265], [1.18908, -6.03630, 5.18535], [-0.75092, -5.36430, -3.30965], [-3.74292, 2.75970, -3.31165], [2.57908, -0.54430, -0.20865], [-1.54292, -8.22730, 1.37335], [-2.85592, -1.86830, 4.88435], [-2.05192, 6.95470, 2.61135], [2.09908, 3.23170, 0.99735], [2.98108, 6.20270, 4.07335], [-2.58892, 7.63770, -1.70765], [2.94108, 1.66370, -1.79565], [-0.95292, -9.42930, 3.58835], [3.76908, 1.74470, 2.02835], [-2.40092, 5.12370, -2.13065], [-3.54692, 0.78370, 3.99735], [-4.17492, -0.52330, 0.20335]], "forces_ev_per_angstrom": [[-0.583, -2.111, 0.373], [0.475, 0.585, -0.395], [1.640, 2.953, 4.464], [0.289, -1.980, -1.587], [-2.303, 0.347, -1.192], [0.661, -0.701, -1.061], [-0.300, 2.272, 1.193], [-0.081, -1.817, -2.890], [-3.687, -1.569, -0.719], [-1.765, 2.166, -0.381], [0.982, -0.274, -0.316], [-0.551, 0.728, -1.083], [-1.268, -0.731, -2.945], [0.779, -2.957, -0.742], [-0.727, -5.751, -0.910], [6.756, -0.859, 1.423], [0.944, 4.971, 2.775], [-1.331, -1.753, 0.681], [1.548, 2.599, 5.016], [-2.071, 0.612, 2.219], [0.736, -3.900, 0.727], [-2.878, -0.973, -2.495], [1.192, -1.628, 2.036], [-0.380, 7.313, 6.134], [3.289, 3.353, 1.103], [1.193, 5.687, 4.040], [-0.189, 5.829, -3.677], [0.385, -7.916, 5.767], [2.548, -0.782, 1.541], [-2.671, -4.685, -0.384], [5.715, -5.657, 4.828], [-7.574, -3.797, 1.386], [0.902, -2.648, -0.266], [-3.867, 2.697, -2.863], [-3.407, 0.631, 0.353], [-0.889, -4.033, 2.073], [3.993, 2.529, 0.573], [-1.617, -0.693, -6.602], [0.462, 1.755, -2.484], [-6.100, -1.355, -2.536], [0.931, 5.324, 7.668], [-8.229, -4.233, -10.217], [0.987, 5.020, 2.856], [-2.977, 7.378, -3.874], [3.081, 2.309, -1.710], [-0.626, -4.590, 1.940], [3.393, -5.311, -3.109], [-1.784, 1.574, -3.848], [3.327, -0.677, -1.630], [1.344, -3.479, 2.609], [2.946, -3.513, 2.225], [2.420, -1.992, 3.755], [6.894, 0.295, -1.356], [-0.565, 8.073, 0.338], [0.866, 4.215, 2.602], [-0.003, -8.256, -4.351], [3.867, 2.308, -2.742], [-2.191, -1.888, -5.582], [1.790, 3.031, 2.127], [-6.409, 1.716, -4.074], [0.911, 6.403, -4.569], [1.737, -6.313, 0.805], [-0.433, -2.297, -1.543], [0.668, 4.886, 4.114], [2.309, -2.879, 4.711], [-1.092, 0.465, 3.445], [0.660, -4.751, 2.719], [-1.453, -0.906, -5.666], [-0.345, -2.427, -2.098], [-1.801, 0.038, 1.456], [1.262, -2.575, 1.462], [1.038, -0.104, 1.201], [-0.389, 1.404, -0.983], [-2.249, 2.285, -1.708], [0.623, 1.452, -0.029], [-0.191, 0.010, 0.483], [-0.264, 1.537, -1.625], [-0.118, 2.809, 1.697], [-0.095, -0.527, -0.028], [-2.188, -0.885, 0.652], [-0.215, 1.217, -2.368], [-3.697, -1.132, -1.924], [0.804, -2.231, 3.088], [-1.925, -0.003, 2.388], [-0.676, -1.435, -1.668], [0.586, 0.929, 0.829], [-0.120, 0.699, 0.855], [1.489, 0.888, -2.279], [4.347, 1.785, -0.198], [-1.635, -0.624, -1.111], [1.101, 1.490, -0.050], [-0.934, 1.245, -0.779], [-0.187, 0.929, 0.286], [0.052, 2.970, -2.517], [3.531, 2.814, 5.090], [-0.351, -1.208, 0.618], [0.075, -0.851, -0.400], [-0.649, 0.583, -0.275], [0.804, 0.281, 0.399], [0.012, 0.113, 0.207], [0.113, -0.197, 0.830], [-1.068, 0.705, -0.564], [-0.380, 5.649, 2.150], [-0.014, 0.245, -0.232], [1.273, -1.872, 2.106], [-0.902, -1.232, -0.277], [0.224, -1.905, -1.349], [-0.055, -1.314, -2.432], [0.894, -1.671, 0.633], [-0.402, -0.250, -2.357]]}


# 3
{"formula": "C26H29N5O3S", "method": "ωB97M-V with the def2-TZVPD basis set", "total_charge": 0, "e_lumo_ha": 0.0146, "smiles": "COc1ccc(NC(=O)CSc2nnc(Cc3cccn3C)n2CCc2ccccc2)c(OC)c1", "energy_ha": -1905.0382, "homo_lumo_gap_ev": 7.9, "species": ["S", "O", "O", "O", "N", "N", "N", "N", "N", "C", "C", "C", "C", "C", "C", "C", "C", "C", "C", "C", "C", "C", "C", "C", "C", "C", "C", "C", "C", "C", "C", "C", "C", "C", "C", "H", "H", "H", "H", "H", "H", "H", "H", "H", "H", "H", "H", "H", "H", "H", "H", "H", "H", "H", "H", "H", "H", "H", "H", "H", "H", "H", "H", "H"], "xyz": [[0.83394, 3.65466, -0.61777], [-5.51618, -1.67229, 0.90188], [-2.52380, 3.74719, -0.05749], [-1.82899, -0.52976, -1.76966], [0.63435, 1.23098, -1.89593], [2.58774, 1.18850, -0.94637], [2.56457, -2.46559, 0.01779], [1.42495, 0.24014, -2.51731], [-1.96904, 1.75843, -0.93184], [-3.92516, 1.22712, 0.38855], [1.31024, 2.64703, 2.16225], [1.56438, -2.81130, -0.86617], [-4.66588, -0.96697, 0.38635], [3.52760, -0.77832, -1.70360], [-5.62191, -3.11659, 0.63785], [-3.77041, -1.31646, -0.55704], [-0.02910, 2.97328, 2.62553], [3.25559, 1.45454, 1.38007], [3.56027, 2.04123, -0.02013], [3.05221, -3.02210, 1.04748], [-1.74553, 2.95539, -0.79917], [1.38079, 2.07080, -1.21783], [2.62749, 0.19955, -1.62226], [-2.94957, 0.79552, -0.36373], [-4.76410, 0.22058, 0.65403], [-0.46493, 0.43451, 1.72023], [-1.82650, -1.90752, -2.47589], [-2.81169, -0.40261, -1.05521], [-0.52973, 3.84375, -1.71162], [3.83991, -1.72326, -0.39318], [0.94229, 0.47220, 1.51258], [-0.97044, 1.66810, 2.29122], [4.72745, -1.79574, 0.64392], [1.75599, 1.44653, 1.65322], [4.35685, -2.75914, 1.61284], [4.45141, 1.55957, -0.19165], [-0.54611, 3.33050, -2.51261], [3.48365, -1.38293, -2.47843], [-0.85184, -2.15314, -3.16863], [-2.61538, -2.13427, -2.89846], [-5.96038, -3.26784, -0.42130], [3.49323, 0.15378, 1.50735], [-6.36300, -3.57772, 1.06931], [4.51491, -0.33276, -1.70238], [-1.03586, -0.32622, 1.66790], [3.76038, 1.87181, 2.15832], [-5.52611, 0.68939, 1.57097], [-0.47098, 3.73186, 3.02642], [0.85648, -3.40104, -0.07370], [-2.11095, 1.96696, 2.56647], [4.78674, -2.77557, 2.68476], [-4.70180, -3.61418, 0.79671], [3.47010, 2.93075, 0.07372], [2.49694, -3.90642, 1.72512], [1.95400, 3.47634, 2.82543], [1.15669, -0.41475, 1.31271], [-3.86807, 2.27605, 0.54632], [-0.84108, 4.80690, -1.81527], [1.98518, -3.50810, -1.70913], [-3.61694, -2.41537, -0.78810], [-1.56810, -2.80592, -1.75646], [-1.04089, 1.31854, -1.34127], [1.14439, -1.92207, -1.33232], [5.52980, -1.17652, 0.54468]], "forces_ev_per_angstrom": [[1.994, -0.434, -0.220], [-6.848, -8.471, 4.198], [2.886, -2.358, -2.391], [5.334, -5.141, -6.618], [1.675, 1.016, -2.832], [-0.096, 14.452, 6.515], [6.757, 3.535, -1.809], [1.066, -0.635, 4.697], [2.757, -7.373, -1.659], [0.371, 0.463, -0.495], [-2.555, 5.785, 5.845], [-2.130, -3.415, 0.046], [3.637, -4.363, -4.843], [7.281, -3.030, 5.520], [2.852, 3.700, -4.520], [3.719, -3.743, -3.152], [2.270, -12.372, -5.998], [-2.207, -6.236, -1.180], [-0.937, -15.476, 0.715], [-0.386, -7.039, 9.546], [-2.955, 11.636, 2.752], [0.135, -4.600, -0.113], [-8.144, -1.533, -7.261], [5.175, 3.116, -4.589], [-5.367, 13.592, 8.520], [3.453, 10.553, 3.010], [11.610, 0.228, 4.762], [-6.925, 0.189, 7.003], [-2.442, -2.342, 7.390], [-4.706, 1.279, -1.619], [-6.718, 0.829, 0.623], [-0.324, 3.344, 0.732], [-0.899, -0.489, -1.739], [4.123, 4.796, 1.265], [-2.109, 1.884, -1.027], [2.744, 0.257, -0.996], [0.919, -3.338, -6.104], [-0.661, -2.656, -3.837], [-2.470, 1.989, 1.314], [-7.938, -1.355, -4.234], [0.884, 0.366, 0.330], [-0.094, 3.981, -0.894], [-3.955, -1.589, 3.644], [0.664, 0.360, -0.689], [-3.707, -5.450, -0.742], [1.522, 1.561, 1.985], [1.390, -2.236, -2.753], [-2.009, 4.717, 2.399], [0.797, 1.189, -2.714], [2.715, -1.497, -0.832], [-1.142, -0.653, -2.169], [0.993, -0.435, 0.240], [-1.392, 11.239, -0.495], [0.576, 2.433, -2.320], [-0.393, -2.168, -2.778], [3.381, -7.500, -2.328], [-0.748, 0.701, 0.923], [-0.873, 2.604, 0.128], [-1.025, 1.001, 1.560], [-0.471, 1.457, 0.050], [-0.921, 2.124, -0.424], [-2.277, 0.306, 0.235], [-0.415, -0.132, 0.142], [2.559, 1.377, 0.289]]}